# 1
Computed, not measured: a 11-piece molecular cluster, C14H50O18 overall, with ωB97M-V with the def2-TZVPD basis set.

```
! RIJCOSX wB97M-V def2-TZVPD def2/J DEFGRID3
* xyz 0 1
C 0.51 -4.03 1.46
O -0.93 1.00 0.03
C 0.84 4.40 0.91
H -3.08 5.88 -0.43
O -1.88 -1.19 -4.68
H 2.11 -1.34 2.10
H 0.09 -3.40 2.31
O 0.53 1.34 2.92
H 5.77 -1.22 -0.37
O -2.03 3.69 -0.78
C 3.65 -0.68 1.08
C -2.81 4.01 0.36
O 5.57 -1.83 0.34
C 1.31 -3.73 -1.98
H -4.40 4.94 -0.98
H 0.05 3.95 1.48
H -1.32 -1.23 -5.47
C -0.91 0.65 -3.49
O 1.18 -0.25 -1.21
H 3.68 -2.05 -0.48
H 4.02 -2.77 1.13
O 0.43 -2.47 -3.57
H -0.56 0.13 3.50
H 0.35 -5.81 2.56
O -1.06 -0.63 3.80
O -0.93 2.05 -3.21
H 0.69 3.05 -0.74
H 1.67 4.71 1.60
H 2.19 -3.70 -2.67
H -1.35 1.87 -0.13
H 0.51 0.30 -0.85
H 0.82 5.54 -0.66
O 2.28 -5.05 2.81
H 3.73 0.21 0.49
C -1.27 -1.24 0.52
H 4.11 -0.60 2.07
H -3.37 3.13 0.73
C 4.18 -1.93 0.47
H -0.99 0.11 -2.53
C 1.16 -5.28 2.00
O -2.15 -2.23 1.03
H 2.03 1.53 0.08
O -4.46 5.69 0.94
H -2.15 4.50 1.06
C 1.39 3.31 0.02
H 0.78 -4.87 -0.48
H 1.26 -3.41 0.99
H -0.89 2.49 3.01
C -2.03 0.18 -4.44
H -0.26 -4.40 -3.35
O -0.51 -4.37 0.53
H -3.04 0.30 -4.07
H 0.05 0.33 -3.89
H -1.96 0.44 1.65
H 2.29 3.85 -0.36
H 0.99 1.92 3.55
H 1.46 -3.02 -1.16
O 0.47 5.55 0.21
H -2.16 -2.12 1.96
O 1.81 2.14 0.74
H -2.87 0.23 0.20
H -1.64 2.23 -2.61
H -1.70 4.48 -1.19
H -0.27 -1.54 0.87
H -0.33 -2.09 -3.94
C -1.86 0.16 0.65
H -2.01 0.76 -5.40
O -1.81 2.77 3.09
H 1.02 1.30 2.04
H -1.32 -1.40 -0.61
O 2.25 -0.83 1.29
H -0.52 -1.33 4.04
H 2.09 -4.70 3.71
H 1.43 -5.80 1.11
H -2.17 2.15 3.72
H -1.25 -3.80 0.62
C 0.08 -3.57 -2.74
H -4.97 6.38 0.56
H 1.60 -0.55 -0.37
C -3.75 5.12 -0.11
O 1.28 -4.94 -1.30
H -0.73 -3.35 -2.07
*
```

Results
SMILES string: OCCO.OCCO.OCCO.OCCO.OCCO.OCCO.OCCO.O.O.O.O
E_LUMO: -0.09 eV
Kohn-Sham gap: 9.260 eV
Energy relative to the best compared isomer or geometry (same formula, charge and spin): 2.2081 eV
Total energy: -52179.245 eV

# 2
Computed, not measured: a 11-piece molecular cluster, C14H51N21O11 overall, with ωB97M-V with the def2-TZVPD basis set.

```
! RIJCOSX wB97M-V def2-TZVPD def2/J DEFGRID3
* xyz 0 1
H -7.12 2.83 -0.23
H 8.46 0.36 0.71
H 0.21 5.96 -4.92
O 3.16 -6.51 -2.31
N -0.84 0.92 6.86
H 8.05 -0.77 -0.57
C 3.48 5.67 5.69
H -0.50 -5.67 -3.65
N 8.12 -0.53 0.41
H 2.85 4.62 7.40
C 3.85 -5.80 -1.56
O -0.82 0.70 -1.17
N 7.45 -0.59 2.47
H 4.94 -4.07 -1.56
N -1.46 -5.62 -3.95
O -2.04 -5.28 5.42
H -2.04 6.24 2.48
N 4.38 -4.72 -2.08
H -0.05 -1.20 7.04
C 7.56 -1.27 1.36
N 2.67 5.00 4.95
C -3.16 6.16 0.79
H -1.34 -6.92 3.78
H 0.90 -2.27 1.52
H 2.52 -0.53 -7.14
N -7.10 2.48 0.72
H 0.41 7.32 -6.54
N -4.08 6.62 1.61
H 2.34 4.18 5.44
O 4.20 6.54 5.29
H -10.01 2.94 1.32
N -2.10 -6.30 3.55
H 3.98 5.96 7.46
H 1.24 -0.83 8.12
N -0.48 6.99 -6.87
H -6.27 1.98 0.99
H 3.79 -6.66 0.23
N 4.29 -6.03 -0.38
H -2.40 0.69 -2.45
C 1.14 -1.21 1.49
N -2.07 6.05 1.48
H -9.06 3.19 -0.16
H 0.14 -6.44 -5.44
H -0.72 0.45 -3.14
C 2.09 -2.20 -8.01
H -1.47 1.70 6.77
H 2.73 5.06 3.94
H 7.21 -1.20 3.24
N -1.16 -0.53 1.50
H -0.72 -5.77 -6.83
N -3.97 -5.50 4.17
H -2.58 -6.57 2.71
O 0.45 1.39 8.71
H -2.24 -5.54 -3.31
H -1.33 -1.52 1.39
H 7.88 0.32 2.57
H 1.10 -0.18 -1.15
N 1.79 -0.99 -7.66
O 7.09 -2.43 1.19
H 2.09 -1.28 0.97
H -1.76 -0.01 0.87
H 0.71 -1.74 -9.41
H -1.69 -0.87 -2.37
H 1.13 -3.41 -9.23
N -9.13 3.09 0.84
N -0.73 5.66 -5.13
H -1.40 5.14 -4.58
N 1.24 -2.45 -8.93
O -8.32 1.80 2.45
H 1.23 -0.91 2.53
H 1.21 -0.52 -8.34
H -1.28 5.61 1.03
C -2.66 -5.57 4.45
C 0.18 -0.24 0.87
C 0.03 0.66 7.83
O 2.95 -2.89 -7.47
H 4.12 -4.51 -3.03
H 0.43 0.77 1.18
C -1.44 0.19 -2.36
H -0.67 7.06 -7.86
N -0.60 -5.87 -5.83
O -2.22 5.64 -6.83
C 0.12 -0.28 -0.67
C -8.21 2.34 1.39
H -0.10 -1.29 -1.02
H -5.01 6.31 1.38
O -2.71 -5.31 -5.71
H -4.52 -4.90 4.77
H -4.29 -5.72 3.24
N 0.39 -0.54 7.66
C -1.69 -5.67 -5.20
H -3.94 7.15 2.46
O -3.38 5.71 -0.32
C -1.15 6.02 -6.32
H 5.04 -5.42 -0.09
H -0.74 0.24 6.11
N 3.39 5.34 6.94
*
```

Results
SMILES string: COC[C@H](C)N.NC(N)=O.NC(N)=O.NC(N)=O.NC(N)=O.NC(N)=O.NC(N)=O.NC(N)=O.NC(N)=O.NC(N)=O.NC(N)=O
E_LUMO: -0.06 eV
Kohn-Sham gap: 9.515 eV
Energy relative to the best compared isomer or geometry (same formula, charge and spin): 9.7416 eV
Total energy: -69161.789 eV